Entry 1:
{"formula": "C7H26CoN4OP", "method": "wB97M-V/def2-TZVPD", "species": ["C", "Co", "N", "H", "H", "H", "H", "H", "H", "H", "H", "C", "N", "C", "P", "O", "N", "C", "C", "N", "C", "C", "H", "H", "H", "H", "H", "H", "H", "H", "H", "H", "H", "H", "H", "H", "H", "H", "H", "H"], "xyz": [[3.965, 0.657, -2.076], [2.063, -0.488, -0.750], [3.178, -1.991, -0.031], [2.924, 1.239, -0.817], [3.954, 1.508, -1.284], [3.982, 1.346, -2.940], [3.255, -0.236, -2.524], [4.997, 0.306, -1.940], [2.594, -2.709, -0.475], [3.155, -2.020, 0.983], [4.137, -2.058, -0.392], [-0.240, 2.531, -0.235], [-0.973, 1.308, -0.568], [-2.322, 1.595, -1.100], [-0.733, -0.034, 0.382], [0.686, -0.515, 0.709], [-1.175, 0.083, 1.962], [-0.161, 0.339, 2.977], [-2.518, 0.522, 2.274], [-1.678, -1.194, -0.401], [-1.362, -1.483, -1.829], [-1.806, -2.447, 0.366], [-0.669, 3.063, 0.632], [-0.288, 3.201, -1.106], [0.823, 2.315, -0.039], [-2.783, 0.716, -1.546], [-2.999, 2.000, -0.322], [-2.213, 2.367, -1.874], [0.186, 1.387, 2.964], [-0.651, 0.160, 3.940], [0.718, -0.319, 2.908], [-2.601, 1.598, 2.085], [-3.236, -0.039, 1.659], [-2.652, 0.298, 3.334], [-0.373, -1.957, -1.999], [-2.143, -2.198, -2.152], [-1.435, -0.570, -2.433], [-0.910, -3.099, 0.335], [-2.045, -2.200, 1.413], [-2.652, -2.981, -0.088]], "forces_ev_per_a": [[2.7, 0.9, -2.6], [0.8, 2.0, -0.5], [0.6, -0.2, -0.5], [-4.2, 0.0, 2.9], [-0.1, -2.5, -1.8], [0.2, -0.2, -0.6], [0.8, 1.9, 2.3], [0.3, -0.8, -0.5], [0.3, -0.3, 0.4], [0.0, -0.3, 0.0], [-0.5, -0.1, 0.3], [0.4, 0.1, 0.1], [-0.6, 0.0, 0.3], [0.2, 0.3, 0.2], [2.7, -2.2, 0.2], [-1.3, 0.8, -1.7], [-1.3, 0.1, -0.1], [0.1, 0.1, 0.5], [0.4, 0.0, 0.1], [0.7, 0.3, 0.4], [-0.5, -0.1, 0.2], [-0.3, 0.1, 0.0], [-0.1, -0.1, -0.1], [0.1, -0.2, 0.2], [-0.2, -0.2, -0.1], [0.1, 0.0, 0.1], [0.2, -0.2, -0.3], [0.0, -0.2, 0.1], [0.0, -0.2, 0.0], [0.1, 0.1, 0.0], [-0.6, 0.3, -0.2], [-0.5, 0.1, 0.2], [0.0, 0.2, 0.2], [-0.5, 0.2, -0.1], [-0.3, 0.3, 0.3], [0.3, 0.3, -0.1], [0.1, -0.3, 0.1], [-0.3, 0.5, -0.1], [0.1, -0.3, -0.4], [0.2, -0.1, 0.3]], "gap_ev": [2.23, 4.42], "total_charge": -1, "homo_energy_ev": [0.7, -1.6], "spin_multiplicity": 4, "s_squared": 3.80, "energy_ev": -62598.491}


Entry 2:
{"formula": "C7H26O6", "method": "wB97M-V/def2-TZVPD", "species": ["C", "O", "H", "H", "H", "H", "C", "O", "H", "H", "H", "H", "C", "O", "H", "H", "H", "H", "O", "H", "H", "C", "C", "O", "H", "H", "H", "H", "H", "H", "C", "C", "O", "H", "H", "H", "H", "H", "H"], "xyz": [[-2.916, 3.070, 0.468], [-3.460, 1.779, 0.344], [-2.847, 3.287, 1.534], [-1.889, 3.284, 0.171], [-3.550, 3.832, 0.016], [-3.934, 1.734, -0.490], [0.550, 0.381, 0.283], [0.850, 0.313, 1.649], [1.423, 0.761, -0.247], [0.404, -0.672, 0.044], [-0.337, 0.990, 0.106], [0.095, -0.054, 2.115], [3.380, 0.750, 3.952], [3.416, 0.921, 2.568], [4.342, 0.670, 4.459], [2.859, 1.583, 4.425], [2.814, -0.125, 4.269], [2.505, 0.803, 2.287], [-2.236, -0.297, 2.086], [-3.003, -0.660, 2.530], [-2.562, 0.490, 1.650], [3.556, -0.804, -1.469], [2.364, -1.507, -2.158], [1.860, -2.651, -1.453], [3.418, -0.608, -0.406], [3.828, 0.118, -1.981], [4.469, -1.399, -1.499], [2.606, -1.845, -3.166], [1.503, -0.840, -2.199], [2.585, -3.180, -1.112], [-1.587, -1.650, -2.145], [-2.924, -1.035, -1.808], [-3.295, -0.287, -2.896], [-1.616, -2.273, -3.039], [-1.174, -2.244, -1.329], [-0.922, -0.829, -2.413], [-2.887, -0.370, -0.945], [-3.709, -1.758, -1.586], [-3.981, 0.322, -2.614]], "forces_ev_per_a": [[0.0, 1.4, 1.2], [0.3, -0.2, -0.3], [-0.4, 0.0, 0.2], [0.2, -0.9, -0.8], [-0.1, 0.0, 0.0], [0.1, -0.2, 0.0], [0.0, -1.0, 0.0], [0.5, 0.8, 1.3], [-0.2, 0.1, 0.1], [-0.3, 0.2, -1.1], [0.0, 0.0, -0.3], [-0.2, -0.1, 0.0], [-0.7, 0.2, 1.1], [0.9, -0.1, 0.0], [0.3, 0.1, -0.7], [0.0, 0.3, 0.2], [-0.1, -0.4, -0.2], [-0.4, -0.1, -0.4], [0.5, -0.2, 0.2], [-0.1, -0.1, 0.1], [-0.3, 0.3, -0.4], [0.1, -0.5, -0.3], [0.2, -0.2, 0.8], [0.0, 0.3, 0.2], [-0.5, 0.1, -0.1], [-0.3, 0.1, 0.0], [0.0, -0.4, -0.2], [0.2, 0.3, -0.2], [0.1, 0.1, -0.2], [0.2, 0.0, -0.1], [0.2, 0.0, 0.1], [0.3, -0.8, 1.2], [-0.8, 1.4, -1.8], [-0.4, -0.1, 0.1], [0.1, 0.1, 0.0], [0.2, 0.0, 0.3], [0.5, -0.2, 0.4], [0.1, -0.5, 0.1], [-0.1, 0.0, -0.3]], "gap_ev": 9.64, "total_charge": 0, "homo_energy_ev": -9.5, "smiles": "CCO.CCO.CO.CO.CO.O", "e_above_lowest_kcal_mol": 26.8, "spin_multiplicity": 1, "energy_ev": -19963.489}


Entry 3:
{"formula": "C7H28ClN10O7", "method": "wB97M-V/def2-TZVPD", "species": ["Cl", "C", "O", "H", "H", "H", "H", "C", "O", "H", "H", "H", "H", "C", "O", "N", "N", "H", "H", "H", "H", "C", "O", "N", "N", "H", "H", "H", "H", "C", "O", "N", "N", "H", "H", "H", "H", "C", "O", "N", "N", "H", "H", "H", "H", "C", "O", "N", "N", "H", "H", "H", "H"], "xyz": [[25.590, -23.950, 26.835], [27.110, -20.856, 31.004], [27.786, -20.780, 29.844], [26.458, -21.727, 31.070], [27.904, -20.869, 31.751], [26.524, -19.948, 31.150], [27.247, -21.382, 29.326], [22.386, -25.095, 22.021], [21.242, -24.217, 22.132], [22.125, -26.148, 21.921], [23.096, -24.872, 21.224], [23.036, -25.069, 22.896], [21.601, -23.352, 22.343], [21.349, -20.658, 29.563], [20.949, -21.733, 29.585], [22.405, -20.382, 28.875], [20.889, -19.738, 30.278], [22.745, -19.432, 28.928], [22.931, -21.207, 28.624], [20.037, -19.992, 30.757], [21.383, -18.860, 30.354], [28.456, -20.307, 23.195], [28.880, -19.608, 22.294], [29.080, -20.437, 24.355], [27.410, -21.076, 23.180], [28.593, -20.948, 25.078], [29.909, -19.861, 24.381], [26.914, -21.130, 22.302], [27.143, -21.693, 23.933], [22.651, -26.697, 31.744], [23.249, -27.741, 31.778], [21.725, -26.491, 32.607], [22.833, -25.690, 30.902], [21.521, -27.135, 33.358], [21.232, -25.611, 32.549], [23.487, -25.625, 30.136], [22.198, -24.905, 30.871], [28.484, -29.637, 28.712], [29.470, -29.310, 28.136], [28.208, -30.853, 29.076], [27.543, -28.882, 29.150], [28.790, -31.628, 28.791], [27.267, -30.993, 29.417], [26.690, -29.189, 29.596], [27.601, -27.915, 28.862], [29.328, -26.709, 22.300], [29.814, -27.717, 21.866], [29.306, -25.588, 21.749], [28.741, -26.624, 23.478], [29.857, -25.523, 20.905], [29.133, -24.799, 22.356], [28.157, -25.844, 23.745], [28.904, -27.414, 24.086]], "forces_ev_per_a": [[0.1, 0.2, 0.0], [-0.2, 0.8, 2.9], [0.4, -0.7, -3.1], [0.0, -0.1, 0.3], [-0.5, -0.2, 0.9], [-0.4, 0.1, 0.3], [0.7, 0.1, -1.4], [0.6, 0.0, 0.6], [0.9, -0.9, -0.4], [-0.7, 0.3, -0.1], [-0.4, 0.4, -0.6], [-0.3, 0.2, 0.5], [-0.1, 0.1, 0.1], [2.9, 0.3, -1.4], [-3.9, -8.3, 0.2], [3.5, 1.6, -2.4], [-3.1, 5.6, 3.9], [0.8, -0.6, -0.5], [0.4, 0.6, -0.4], [0.3, 0.7, 0.2], [-0.7, -0.1, 0.4], [1.6, 0.7, -0.1], [-0.1, 0.5, -0.9], [1.6, 0.5, 1.3], [-3.9, -1.9, -1.8], [0.9, 0.5, 0.4], [-0.1, -0.4, 1.0], [-0.1, -0.1, 0.4], [0.0, 0.1, -0.2], [1.9, -1.4, -1.3], [1.9, -1.8, -0.7], [-4.4, 1.9, 3.4], [0.4, 2.5, -2.2], [0.2, 0.1, -0.5], [-0.2, -0.4, 0.5], [0.1, -0.8, 0.3], [0.0, -0.2, 0.2], [0.9, -0.8, -0.1], [2.5, 1.2, -1.7], [-0.5, -5.2, 0.9], [-3.3, 5.3, 0.9], [-0.3, 0.2, 0.1], [0.5, -0.8, -0.1], [0.4, 0.2, -0.2], [-0.3, 0.0, 0.2], [-0.2, -3.8, 2.5], [1.1, -2.0, -1.1], [0.5, 6.5, -4.5], [-1.2, -1.3, 3.4], [-0.2, 0.6, 0.1], [0.3, 0.2, -0.8], [0.2, -0.5, 0.3], [-0.5, 0.3, 0.2]], "gap_ev": 7.05, "total_charge": -1, "homo_energy_ev": -4.9, "e_above_lowest_kcal_mol": 144.3, "spin_multiplicity": 1, "energy_ev": -49472.073}


Entry 4:
{"formula": "C7H28ClN2O7", "method": "wB97M-V/def2-TZVPD", "species": ["Cl", "C", "O", "H", "H", "H", "H", "C", "O", "H", "H", "H", "H", "C", "O", "H", "H", "H", "H", "C", "O", "H", "H", "H", "H", "C", "O", "H", "H", "H", "H", "C", "O", "H", "H", "H", "H", "C", "O", "N", "N", "H", "H", "H", "H"], "xyz": [[-21.296, -7.557, 20.885], [-24.858, -6.007, 19.534], [-24.206, -6.059, 20.786], [-24.752, -5.022, 19.066], [-24.540, -6.806, 18.865], [-25.940, -6.120, 19.660], [-23.333, -6.451, 20.628], [-18.385, -10.025, 20.952], [-19.211, -9.806, 19.828], [-17.688, -9.208, 21.172], [-19.030, -10.081, 21.843], [-17.812, -10.946, 20.873], [-19.790, -9.065, 20.065], [-20.506, -6.530, 17.114], [-21.744, -6.787, 17.799], [-20.715, -6.286, 16.073], [-19.996, -5.662, 17.541], [-19.909, -7.443, 17.189], [-21.480, -6.899, 18.726], [-22.633, -5.918, 24.439], [-21.590, -5.582, 23.554], [-23.513, -5.307, 24.217], [-22.878, -6.980, 24.362], [-22.331, -5.707, 25.466], [-21.565, -6.200, 22.812], [-20.626, -9.467, 24.561], [-20.107, -8.256, 24.044], [-19.946, -10.302, 24.365], [-20.880, -9.371, 25.613], [-21.535, -9.717, 23.999], [-20.440, -8.125, 23.147], [-18.393, -5.400, 21.659], [-18.281, -6.281, 20.561], [-17.414, -5.016, 21.954], [-18.924, -4.468, 21.413], [-18.907, -5.834, 22.517], [-19.188, -6.601, 20.428], [-23.391, -10.753, 19.028], [-23.896, -11.849, 18.792], [-23.611, -9.685, 18.195], [-22.524, -10.476, 20.053], [-23.048, -8.857, 18.276], [-24.221, -9.822, 17.416], [-22.309, -9.487, 20.140], [-22.253, -11.113, 20.770]], "forces_ev_per_a": [[0.1, 0.1, 0.1], [-0.6, 0.2, 0.0], [0.0, -0.2, -0.2], [0.4, -0.1, -0.2], [0.2, 0.1, -0.1], [0.1, -0.2, 0.3], [0.0, 0.1, 0.3], [-0.5, 0.4, 0.9], [0.5, 0.0, -0.2], [0.0, 0.1, -0.4], [0.2, -0.3, 0.1], [-0.2, -0.1, -0.3], [0.0, -0.1, -0.1], [-0.6, -0.3, 0.3], [0.4, 0.3, -0.2], [-0.1, -0.2, 0.0], [0.2, -0.2, 0.1], [0.4, 0.3, -0.2], [-0.3, -0.1, 0.1], [0.0, 0.0, -0.3], [0.3, 0.3, 0.1], [-0.2, -0.2, 0.0], [-0.2, 0.0, 0.1], [0.2, 0.0, 0.0], [-0.2, 0.1, 0.0], [-0.4, 0.0, -1.3], [0.2, 0.0, 0.5], [0.2, 0.0, 0.4], [0.2, 0.0, 0.1], [-0.1, -0.1, 0.3], [0.0, 0.0, -0.1], [0.0, 1.0, 0.2], [-0.2, 0.2, 0.2], [0.2, -0.6, 0.0], [-0.3, -0.2, -0.2], [0.1, -0.2, 0.1], [0.1, -0.2, -0.1], [0.3, -0.9, -0.2], [0.0, 0.2, 0.4], [0.1, 0.1, 0.6], [-0.7, 1.1, -1.0], [0.0, 0.2, -0.3], [0.0, 0.0, -0.1], [0.4, -0.5, 0.6], [-0.2, -0.3, -0.1]], "gap_ev": 10.02, "total_charge": -1, "homo_energy_ev": -6.9, "spin_multiplicity": 1, "energy_ev": -37550.868}